# 1
ORCA calculation (ωB97M-V/def2-TZVPD) on a structure of composition C25H19BCl2F2FeN9O2.

## Properties
2S+1 ... 2
Charge ... 0

Geometry (Å):
Fe: -0.452 0.439 0.184
Cl: -3.783 -1.149 3.605
Cl: -1.558 -2.219 5.081
F: -4.764 3.427 -0.063
F: -5.140 -0.661 -2.266
O: -1.348 0.158 2.041
O: -1.093 -2.093 2.180
N: 0.500 0.643 -1.559
N: 1.406 0.178 1.051
N: 0.579 -2.129 -0.587
N: -0.643 2.500 0.529
N: 1.482 -0.204 -1.946
N: -0.457 -1.458 -0.071
N: 3.307 -3.217 -0.432
N: 2.971 -2.277 -1.356
N: 2.301 -0.594 0.396
C: 4.292 -3.918 -0.958
C: 0.134 4.609 1.317
C: -1.984 -0.919 4.032
C: 3.407 -0.744 1.149
C: -1.442 -0.913 2.616
C: -1.251 -2.363 0.687
C: 1.903 0.161 -3.177
C: -1.898 2.982 0.414
C: 0.338 3.289 0.958
C: -3.077 -0.108 -1.275
C: -4.987 1.392 -1.160
C: 4.627 -3.451 -2.240
C: 1.188 1.260 -3.589
C: -1.157 5.109 1.238
C: -2.266 0.778 -0.564
C: -0.682 -3.697 0.400
C: 1.951 0.498 2.216
C: -2.183 4.297 0.786
C: -4.388 0.214 -1.562
C: 3.232 -0.052 2.327
C: -4.179 2.274 -0.471
C: 0.315 1.520 -2.528
C: 3.763 -2.408 -2.449
C: -2.841 2.015 -0.199
C: 0.421 -3.487 -0.328
B: 1.863 -1.312 -0.925
H: -2.027 0.067 4.476
H: -2.695 -1.063 -1.621
H: 1.144 -4.187 -0.704
H: 1.321 2.837 1.000
H: 4.725 -4.731 -0.397
H: -1.068 -4.635 0.754
H: -0.444 2.277 -2.421
H: 0.968 5.214 1.643
H: -1.372 6.133 1.517
H: 3.925 0.034 3.144
H: -2.314 -2.205 0.502
H: 2.673 -0.365 -3.702
H: -6.022 1.615 -1.368
H: 1.401 1.115 2.909
H: 1.282 1.790 -4.519
H: 5.380 -3.817 -2.914
H: 3.674 -1.783 -3.314
H: 4.229 -1.344 0.801
H: -3.188 4.675 0.714

Forces on the atoms, in the same order (eV/Å):
-0.30 0.51 -0.16
0.30 0.12 0.12
0.63 0.07 0.22
0.05 0.04 -0.01
0.01 -0.01 0.03
-0.05 -0.17 -0.19
-0.48 0.01 -0.12
-0.13 -0.02 0.32
-0.23 -0.10 -0.11
0.03 -0.04 0.03
0.19 -0.62 0.04
-0.07 0.03 -0.07
0.19 0.39 0.19
-0.01 0.00 -0.03
0.03 0.02 0.07
-0.09 -0.05 0.04
0.00 -0.02 0.03
0.04 -0.06 -0.03
-2.27 -0.15 -0.75
0.04 0.03 -0.05
1.13 0.19 0.34
0.01 0.02 -0.24
0.02 -0.03 -0.01
-0.20 -0.24 -0.15
-0.03 0.13 -0.01
0.10 -0.05 0.03
0.17 0.00 0.09
-0.02 0.02 -0.02
-0.02 0.00 0.04
-0.08 -0.04 -0.02
-0.04 -0.27 0.02
0.05 -0.06 0.02
-0.01 0.13 -0.01
0.16 0.05 0.06
-0.10 -0.04 -0.09
0.00 -0.01 -0.04
-0.12 -0.08 -0.12
-0.04 0.02 -0.04
-0.01 -0.02 -0.04
0.39 0.29 0.29
-0.01 0.07 -0.02
0.08 -0.02 0.00
0.68 -0.07 0.20
-0.02 -0.01 -0.01
0.00 -0.01 0.00
0.00 0.00 0.01
0.00 -0.01 0.00
-0.03 0.00 -0.02
0.00 0.01 0.00
-0.02 0.03 0.02
0.03 0.01 0.02
0.00 0.00 0.01
-0.02 0.01 0.13
0.01 0.02 0.00
0.00 0.00 -0.01
0.01 0.00 0.02
0.00 0.00 -0.01
0.00 0.00 0.00
0.01 0.01 0.01
0.02 0.00 0.03
-0.01 0.00 -0.02

# 2
ORCA calculation (ωB97M-V/def2-TZVPD) on a structure of composition C25H19BaI2N7O11.

## Properties
Charge ... -2

Geometry (Å):
Ba: 1.229 -0.898 -1.508
I: 3.981 -5.020 -3.971
I: 2.204 -2.718 -3.961
O: 1.166 -2.522 0.233
O: -0.769 0.755 5.393
O: -1.556 0.715 3.397
O: 3.596 -0.719 6.455
O: 2.674 1.948 1.779
O: -1.553 -3.273 -2.585
O: 3.112 -1.453 -0.069
O: 0.919 -0.869 -3.918
O: -0.095 -0.357 1.421
O: 4.848 -1.636 4.973
O: 1.878 1.207 -0.534
N: 0.029 1.216 -2.451
N: -2.814 -1.906 0.363
N: 3.795 -1.125 5.321
N: -1.719 -1.218 -1.492
N: -0.189 2.012 -1.296
N: -0.694 0.441 4.210
N: -2.415 0.399 0.093
C: -0.615 -0.553 -7.223
C: -0.848 4.037 2.332
C: 0.188 -1.044 -6.202
C: 2.978 -1.405 2.980
C: 1.995 -1.279 2.060
C: -0.662 1.491 -3.465
C: -3.362 -1.822 1.698
C: -1.419 1.170 -5.782
C: -1.902 -2.590 -1.647
C: 1.512 2.609 1.904
C: 2.750 -0.942 4.295
C: 2.139 -1.822 0.665
C: 0.770 1.889 -0.384
C: 0.129 3.973 3.332
C: -0.618 0.710 -4.743
C: -2.282 -0.876 -0.325
C: 1.566 -0.367 4.658
C: 0.535 2.642 0.897
C: -1.438 0.554 -7.028
C: 0.177 -0.435 -4.945
C: 1.300 3.272 3.116
C: 0.564 -0.193 3.716
C: -2.627 -3.120 -0.410
C: 0.711 -0.588 2.347
C: -0.630 3.378 1.133
H: 0.821 -1.904 -6.370
H: -1.339 2.352 -3.421
H: -1.769 4.584 2.494
H: -2.072 0.930 -7.821
H: 2.072 3.200 3.873
H: -1.374 3.419 0.343
H: -2.003 -3.855 0.101
H: -4.407 -1.507 1.704
H: -3.298 -2.803 2.161
H: 3.926 -1.858 2.715
H: -3.579 -3.577 -0.690
H: -2.037 2.044 -5.593
H: -1.797 1.044 -0.403
H: -2.783 -1.133 2.317
H: -0.594 -1.054 -8.186
H: -0.027 4.473 4.283
H: 1.406 -0.041 5.671
H: -2.351 0.509 1.099
H: 2.670 1.509 0.891

Forces on the atoms, in the same order (eV/Å):
-1.68 0.23 -1.68
-0.26 0.31 0.02
0.59 -0.89 -1.03
1.05 -0.55 1.46
-0.10 -0.27 0.07
-0.52 -0.18 0.04
-0.17 -0.03 0.26
0.07 0.05 0.09
0.04 0.01 0.01
-0.06 -0.73 1.72
-0.38 -0.04 -1.93
0.20 -0.07 0.30
0.09 -0.21 0.02
-1.04 2.16 0.82
0.42 0.97 1.08
-0.02 -0.07 0.17
-0.48 0.49 -0.99
-0.26 -0.42 0.05
0.09 -0.39 -0.30
1.60 0.22 -0.68
0.07 -0.31 -0.02
0.02 -0.04 -0.01
0.24 -0.09 0.04
-0.30 0.19 -0.21
0.00 -0.01 0.04
-0.43 0.17 0.05
-0.32 -0.20 -0.93
0.16 -0.07 -0.01
-0.08 0.06 -0.17
0.03 0.91 0.27
0.17 -0.12 0.05
0.87 -0.36 0.65
0.56 -0.98 0.56
0.49 -0.04 -0.70
-0.08 0.00 -0.16
-0.31 0.78 0.72
0.02 -0.16 -0.53
-0.29 0.09 0.07
0.23 -0.12 -0.18
0.15 -0.09 0.20
0.70 -0.28 0.79
-0.21 0.10 0.04
-0.99 0.30 0.83
-0.04 0.17 0.27
0.35 -0.24 -0.86
-0.05 -0.04 -0.08
-0.02 -0.01 0.03
-0.09 -0.07 -0.15
0.04 -0.02 0.00
0.02 -0.02 0.00
-0.04 0.00 -0.02
0.09 -0.03 0.08
0.03 0.02 0.05
-0.10 0.04 -0.07
0.02 -0.07 0.02
-0.07 0.02 0.04
-0.02 -0.04 -0.01
0.03 -0.07 -0.06
0.05 0.00 0.01
0.03 -0.03 -0.09
-0.03 0.04 0.02
-0.02 -0.04 -0.05
-0.01 0.03 0.08
0.10 0.09 -0.03
-0.14 -0.06 -0.09

# 3
ORCA calculation (ωB97M-V/def2-TZVPD) on a structure of composition C25H19BrClCrNO9P.

## Properties
2S+1 ... 2
Charge ... 0

Geometry (Å):
Br: 2.322 -1.225 -3.150
Cr: 2.454 -0.469 -0.955
Cl: 4.389 -0.607 0.735
P: -0.312 -1.490 0.043
O: 4.784 -1.353 1.847
O: 1.711 6.872 -0.767
O: 0.984 0.721 -0.645
O: 4.200 -1.480 -0.398
O: 3.563 0.995 -1.534
O: 3.095 -0.015 0.988
O: 1.120 -1.850 -0.261
O: -0.065 6.679 0.432
O: 5.290 0.413 0.413
N: 0.868 6.215 -0.192
C: 0.970 4.785 -0.257
C: -1.369 -0.624 -3.723
C: -1.790 0.222 3.454
C: -0.696 0.163 4.302
C: -2.652 -2.957 0.048
C: 2.009 4.190 -0.941
C: -1.395 -5.402 0.390
C: 0.018 4.000 0.416
C: -0.636 -4.246 0.330
C: -1.934 0.499 -1.248
C: -1.696 -0.243 2.154
C: -2.109 0.544 -3.642
C: -2.774 -5.336 0.280
C: 3.287 2.204 -1.551
C: -2.410 1.090 -2.405
C: 0.053 2.641 0.315
C: -0.899 -1.219 -2.568
C: -0.486 -0.745 1.689
C: 0.496 -0.381 3.855
C: -3.404 -4.113 0.116
C: -1.142 -0.634 -1.331
C: -1.268 -3.026 0.150
C: 2.102 2.794 -1.016
C: 1.048 1.985 -0.457
C: 0.600 -0.838 2.552
H: -4.479 -4.064 0.033
H: 0.442 -4.276 0.399
H: -2.563 -0.223 1.512
H: -2.178 0.934 -0.293
H: -0.667 2.031 0.833
H: -2.459 1.022 -4.543
H: -3.362 -6.239 0.317
H: 1.527 -1.264 2.200
H: -2.724 0.623 3.813
H: 4.042 2.883 -1.963
H: -0.778 0.533 5.314
H: 2.760 4.814 -1.405
H: -0.911 -6.357 0.518
H: -3.006 1.987 -2.333
H: 1.342 -0.459 4.522
H: -0.729 4.500 1.010
H: -3.130 -2.001 -0.109
H: -1.130 -1.064 -4.675
H: -0.327 -2.133 -2.617

Forces on the atoms, in the same order (eV/Å):
0.14 -0.23 -0.20
-1.21 0.16 -0.47
2.47 0.28 1.73
-0.95 -0.54 0.09
0.26 -0.67 0.86
0.16 0.17 -0.10
0.83 -0.86 0.25
-1.02 -0.94 -1.64
0.05 0.85 -0.40
-2.18 0.43 -0.04
0.67 0.10 0.05
-0.14 0.18 0.11
1.03 0.73 -0.13
0.00 0.47 0.00
0.24 -1.21 -0.13
-0.02 0.08 0.08
-0.15 0.05 0.02
0.07 0.00 -0.01
0.02 -0.04 0.00
-0.15 0.26 0.15
0.00 -0.09 0.02
0.18 0.22 -0.15
0.13 0.07 -0.02
-0.01 0.00 -0.02
0.05 0.06 -0.03
0.02 -0.07 -0.07
0.02 -0.05 0.03
0.18 -0.25 -0.02
-0.09 0.09 0.08
0.17 -0.23 -0.14
-0.07 -0.14 0.19
-0.06 -0.10 -0.43
-0.06 0.01 0.06
-0.10 0.01 0.02
-0.05 -0.27 0.39
0.18 0.41 -0.02
-0.72 -0.17 0.43
0.47 1.33 -0.15
0.18 -0.04 -0.17
-0.12 0.01 -0.02
0.07 -0.06 0.00
-0.13 0.02 -0.03
0.03 0.12 0.11
-0.06 -0.06 0.06
-0.07 0.07 -0.10
-0.06 -0.11 0.02
0.01 0.00 0.01
-0.14 0.06 0.03
-0.03 -0.05 -0.04
-0.01 0.01 0.08
0.06 0.02 0.00
0.07 -0.11 0.01
-0.08 0.08 -0.03
0.08 0.01 0.01
-0.11 0.00 0.02
-0.12 0.04 -0.05
-0.01 -0.07 -0.21
0.08 -0.02 -0.09

# 4
ORCA calculation (ωB97M-V/def2-TZVPD) on a structure of composition C25H19BrMgN5O8.

## Properties
Charge ... -1

Geometry (Å):
Br: 2.208 -5.993 -3.103
Mg: 0.208 1.300 1.584
O: 1.133 2.928 1.557
O: 0.131 -0.689 1.765
O: -1.482 1.065 2.616
O: -1.033 1.720 0.088
O: 0.040 2.915 4.233
O: 1.774 0.959 3.096
O: 3.036 4.038 1.867
O: -1.047 1.250 5.239
N: 1.407 0.720 -0.047
N: -1.885 -0.054 2.110
N: -1.106 -0.960 1.681
N: 1.359 -0.440 -5.273
N: 0.796 0.611 -4.900
C: 1.345 0.684 -2.455
C: -5.032 -1.933 1.822
C: 2.686 2.037 3.118
C: -0.504 1.632 -1.045
C: 1.622 -1.582 -4.568
C: 3.267 -0.110 -1.253
C: 2.588 0.161 -0.062
C: 1.997 -4.175 -3.647
C: -4.185 0.706 2.035
C: -0.023 1.757 4.526
C: 0.888 -3.460 -3.227
C: -0.555 1.830 -3.466
C: 2.737 -2.338 -4.967
C: -5.533 0.411 1.938
C: -1.103 2.102 -2.240
C: 0.584 1.017 -3.626
C: 2.655 0.168 -2.454
C: 2.936 -3.615 -4.499
C: 0.708 -2.170 -3.674
C: 2.250 3.126 2.078
C: 0.789 0.992 -1.190
C: -3.256 -0.329 2.024
C: 1.057 0.723 4.264
C: -3.684 -1.651 1.920
C: -5.962 -0.903 1.832
H: 3.443 -1.892 -5.653
H: -2.948 -2.439 1.917
H: 0.171 -3.907 -2.553
H: -1.065 2.128 -4.372
H: -7.017 -1.126 1.759
H: -0.165 -1.616 -3.361
H: 3.017 -0.059 0.903
H: 3.682 1.665 2.845
H: 2.751 2.506 4.103
H: -2.026 2.657 -2.164
H: 0.579 -0.247 4.130
H: -3.827 1.722 2.092
H: 4.267 -0.518 -1.222
H: 3.803 -4.184 -4.802
H: -6.255 1.216 1.939
H: -1.760 1.907 5.230
H: 3.186 0.016 -3.384
H: -5.356 -2.961 1.741
H: 1.710 0.683 5.154

Forces on the atoms, in the same order (eV/Å):
0.01 0.14 0.03
0.21 0.33 -0.14
-0.42 0.94 -0.37
-0.52 -0.36 0.28
0.06 0.64 0.29
-0.27 0.14 0.00
0.12 0.22 -0.22
-0.02 -0.14 0.02
0.33 0.16 0.14
0.08 -0.35 0.33
0.50 -0.25 0.01
-0.11 -0.42 0.13
0.22 -1.08 -0.26
0.20 0.82 -1.37
-0.09 0.25 -0.83
-0.20 0.17 0.07
-0.07 0.10 -0.01
0.56 0.95 -0.47
-0.56 0.06 -0.93
0.01 -1.35 0.85
-0.01 0.06 -0.25
0.24 -0.09 -0.05
0.06 -0.23 0.02
0.45 0.00 0.00
-0.25 0.16 0.70
0.10 -0.25 0.06
0.36 -0.54 -0.06
-0.19 0.46 0.18
-0.07 -0.08 0.01
-0.08 0.18 0.30
-0.27 0.24 1.06
0.07 -0.05 0.26
-0.03 -0.29 0.21
0.15 0.42 -0.26
0.90 -0.07 0.65
0.23 -0.10 -1.00
-1.26 -0.29 -0.11
-0.31 -0.61 0.68
0.09 0.01 0.05
-0.09 0.00 0.00
0.00 0.04 -0.12
0.00 -0.06 0.00
-0.02 -0.04 0.00
0.03 0.08 -0.07
-0.06 0.00 -0.01
-0.04 0.07 0.03
0.16 -0.09 0.12
-0.22 0.05 0.03
-0.09 -0.06 -0.05
-0.08 0.04 0.08
0.04 0.05 0.16
0.04 0.07 0.04
0.05 -0.01 0.00
0.01 -0.04 -0.03
-0.02 0.05 0.00
0.20 0.03 -0.01
-0.06 -0.05 0.05
-0.02 -0.03 0.01
-0.09 0.02 -0.22

Strongest force on any atom for the records above, in order: 2.39; 2.53; 3.03; 1.61 eV/A
Energy for the records above, in order: -4016.131336; -2796.037107; -6115.764671; -4614.004531 a.u.
Energy relative to the best compared isomer or geometry (same formula, charge and spin) for the records above, in order: 276.1; 166.9; 80.5; 98.1 kJ/mol